1.
Density functional theory data (ωB97M-V/def2-TZVPD) for C18H22LiOS as an isolated structure.

Its orbital gap (alpha / beta) is 3.781 / 6.170 eV. Its spin multiplicity is 1. The HOMO energy (alpha / beta) is -0.87 / -3.26 eV. The value obtained for the maximum force is 2.85 eV/Å. The total charge is -1.

XYZ file:
```
43
Properties=species:S:1:pos:R:3:forces:R:3
Li 0.796 0.923 0.728 0.5 0.0 0.0
C -2.549 0.318 2.040 0.3 0.0 0.1
C -1.226 0.851 2.609 -0.3 0.0 0.3
C -1.075 2.296 2.120 -0.1 -0.1 0.1
C -0.064 -0.011 2.179 0.1 -0.5 -0.4
C -1.188 0.858 4.118 -0.5 -0.2 0.5
C -2.238 0.432 4.940 0.3 0.2 -0.3
C -2.121 0.466 6.322 -0.2 0.0 0.2
C -0.969 0.934 6.922 0.3 0.1 0.0
C 0.097 1.336 6.116 -0.2 0.0 0.4
C -0.018 1.288 4.744 0.2 0.1 -0.1
H -2.466 0.322 0.954 -0.1 0.0 -0.1
H -3.397 0.940 2.329 -0.2 0.1 0.0
H -2.732 -0.702 2.365 0.0 -0.2 0.0
H -1.214 2.322 1.043 0.0 0.2 -0.1
H -0.077 2.675 2.334 0.0 0.1 0.0
H -1.810 2.948 2.593 -0.1 0.1 0.0
H -0.219 -1.013 2.603 0.0 0.0 0.1
H -3.164 0.085 4.509 -0.1 0.0 -0.1
H -2.956 0.151 6.937 0.0 0.0 0.0
H -0.890 0.988 8.000 0.0 0.0 0.0
H 1.010 1.701 6.572 0.0 0.0 0.0
H 0.818 1.575 4.119 0.0 0.0 0.0
C 4.286 -0.822 -4.903 -0.1 0.1 0.1
C 3.217 -0.206 -4.052 0.1 -0.3 -0.2
C 1.859 -0.318 -4.377 0.3 0.0 0.0
C 0.887 0.282 -3.622 -0.4 0.1 -0.1
C 1.252 1.047 -2.486 -0.8 -0.2 0.9
C 2.618 1.148 -2.142 0.2 0.5 0.2
C 3.568 0.529 -2.902 0.0 0.0 -0.2
S 0.040 1.822 -1.519 0.0 0.0 -2.9
C -0.241 3.458 -2.531 -0.1 -0.4 0.6
O 0.778 2.408 -0.357 0.6 0.6 1.4
H 3.855 -1.458 -5.673 0.0 -0.1 -0.1
H 4.968 -1.423 -4.298 0.1 -0.1 0.0
H 4.884 -0.053 -5.402 0.1 0.0 -0.1
H 1.584 -0.894 -5.252 -0.1 -0.1 -0.1
H -0.161 0.192 -3.878 0.0 -0.1 -0.1
H 2.886 1.725 -1.266 0.1 0.0 0.0
H 4.614 0.602 -2.630 0.1 0.0 0.1
H 0.725 3.930 -2.646 0.3 0.0 0.0
H -0.917 4.080 -1.956 -0.2 0.2 0.1
H -0.671 3.198 -3.492 -0.1 -0.1 -0.1
```
Positions in Å, forces in eV/Å.

Atomic partial charges in e from the natural (NBO) method, atoms 1 to 4:
1. Li 0.825
2. C -0.605
3. C -0.205
4. C -0.602

=====

2.
Density functional theory data (ωB97M-V/def2-TZVPD) for C18H22N2O3 in the gas phase.

Its orbital gap is 9.605 eV. Its spin multiplicity is 1. The calculation puts the relative energy (zero: lowest compared OMol25 entry of this formula, charge and spin) at 18.0 kcal per mole. As for the SMILES: CC(C)CNC(=O)[C@H](Cc1ccccc1)NC(=O)c1ccco1. The HOMO energy is -8.88 eV. The value obtained for the maximum force is 1.31 eV/Å. The total charge is 0.

XYZ file:
```
45
Properties=species:S:1:pos:R:3:forces:R:3
C 4.054 1.494 1.111 0.0 -0.3 0.0
C 4.665 0.184 0.624 0.0 0.2 -0.2
C 6.124 0.382 0.225 -0.2 -0.2 0.1
C 3.876 -0.367 -0.571 0.3 0.0 0.1
N 2.505 -0.673 -0.230 0.2 -0.2 0.2
C 1.456 0.012 -0.721 -0.4 -0.3 0.4
O 1.547 0.893 -1.552 0.0 0.3 -0.3
C 0.099 -0.457 -0.194 0.0 0.0 -0.1
C -0.376 -1.663 -1.045 -0.1 0.1 0.3
C -1.750 -2.071 -0.600 0.1 -0.1 -0.1
C -2.873 -1.484 -1.168 0.0 -0.1 -0.1
C -4.139 -1.792 -0.703 -0.1 0.1 0.0
C -4.295 -2.693 0.336 -0.1 0.0 0.0
C -3.181 -3.287 0.903 0.0 -0.1 0.1
C -1.917 -2.975 0.440 0.0 0.0 -0.1
N -0.834 0.631 -0.295 0.3 0.1 -0.3
C -1.765 0.879 0.653 0.3 0.0 -0.2
O -1.845 0.255 1.696 -0.2 0.1 0.1
C -2.685 1.976 0.314 -0.9 0.2 0.9
C -3.736 2.487 1.030 0.7 -0.5 -0.3
C -4.296 3.508 0.232 0.2 0.1 -0.5
C -3.549 3.543 -0.907 -0.7 0.4 0.3
O -2.576 2.624 -0.871 0.4 -0.3 -0.2
H 4.610 1.878 1.964 0.0 0.1 0.1
H 4.078 2.238 0.318 0.0 0.1 -0.1
H 3.019 1.353 1.413 -0.1 0.1 0.0
H 4.620 -0.552 1.436 0.0 0.0 0.0
H 6.700 0.756 1.068 0.1 0.0 0.0
H 6.567 -0.555 -0.105 0.1 -0.1 -0.1
H 6.198 1.102 -0.587 0.0 0.1 -0.1
H 3.837 0.377 -1.369 0.1 -0.1 0.0
H 4.360 -1.273 -0.952 0.0 0.1 0.0
H 2.353 -1.347 0.504 -0.1 0.1 0.0
H 0.143 -0.748 0.861 0.1 0.0 -0.1
H -0.386 -1.360 -2.094 0.1 0.0 0.0
H 0.333 -2.484 -0.924 0.0 0.0 -0.1
H -2.756 -0.780 -1.980 0.0 0.1 -0.1
H -5.004 -1.323 -1.148 -0.1 0.0 0.0
H -5.283 -2.929 0.705 -0.1 0.0 0.0
H -3.298 -3.989 1.716 0.0 -0.1 0.1
H -1.050 -3.433 0.894 0.1 0.0 0.1
H -0.753 1.217 -1.114 0.0 0.0 0.1
H -4.052 2.160 1.998 0.0 -0.1 0.2
H -5.135 4.128 0.472 -0.2 0.2 0.0
H -3.611 4.157 -1.784 0.1 0.0 -0.1
```
Positions in Å, forces in eV/Å.

Atomic partial charges in e from the natural (NBO) method, atoms 1 to 4:
1. C -0.609
2. C -0.217
3. C -0.603
4. C -0.226

=====

What are the energy values for these records? In order: -1179.946383, -1034.372313 hartree.